[1]
Formula: C17H39BClNO14P3
Source: OMol25
Level of theory: the ωB97M-V functional and the def2-TZVPD basis

Last column: Mulliken charge in e.
Atoms and positions in Å:
O1 -0.55796 -0.06851 1.31275  -0.382
N1 -0.96510 -0.15583 0.20626  0.229
O2 -2.33262 -0.27921 0.25295  -0.035
C1 -2.93523 0.59654 -0.71220  -0.937
C2 -4.48618 0.55332 -0.49963  1.173
C3 -4.84511 1.68981 0.48389  -1.243
C4 -4.90645 3.09210 -0.10414  0.589
O3 -5.62303 3.91708 0.36971  -0.505
Cl1 -3.88572 3.60972 -1.50400  -0.205
O4 -4.71926 -0.75248 -0.07372  -0.781
B1 -4.88342 -1.56840 -1.32912  1.142
O5 -5.01414 -0.57761 -2.44826  -0.758
C5 -5.38586 0.59631 -1.77424  -0.235
P1 -7.20934 0.25949 -1.40792  0.313
O6 -7.55572 0.06761 0.02773  -0.630
H1 -2.60958 0.39679 -1.73480  0.319
H2 -2.58787 1.59877 -0.43503  0.277
H3 -4.08704 1.69109 1.27736  0.418
H4 -5.80961 1.51601 0.96392  0.325
H5 -3.75554 -2.06116 -1.50102  -0.384
H6 -5.61395 -2.53550 -1.28179  -0.260
H7 -5.44157 1.51552 -2.37244  0.525
H8 -7.99043 1.34481 -1.90424  0.025
H9 -7.60352 -0.89785 -2.11872  0.027
O7 3.22846 5.88556 1.29341  -0.799
P2 2.43636 4.71824 1.78112  1.063
O8 3.13500 4.38727 3.23398  -0.337
C6 3.23721 5.43048 4.19906  -0.388
C7 1.93095 5.63554 4.94724  -0.943
O9 3.09376 3.54664 0.82922  -0.376
C8 3.60017 3.85196 -0.47056  -0.385
C9 5.11469 3.87909 -0.44712  -1.093
O10 1.10837 3.82498 2.02687  -0.330
C10 1.18923 2.44091 2.43326  0.401
C11 0.78887 2.27987 3.88369  -1.214
H10 3.55254 6.36284 3.72496  0.343
H11 4.02371 5.14133 4.89775  0.296
H12 1.10802 5.83142 4.25566  0.253
H13 2.01450 6.47519 5.63927  0.390
H14 1.66698 4.74589 5.51851  0.217
H15 3.19458 4.79460 -0.83636  0.344
H16 3.25417 3.06574 -1.14456  0.361
H17 5.48770 4.56326 0.31498  0.277
H18 5.51263 4.18459 -1.41694  0.369
H19 5.50668 2.88894 -0.20813  0.289
H20 2.17308 2.01108 2.27168  0.255
H21 0.48787 1.89639 1.80534  0.092
H22 1.59158 2.60061 4.54810  0.232
H23 0.58222 1.23052 4.09901  0.387
H24 -0.09416 2.87566 4.11728  0.317
O11 0.24609 -2.82001 -1.43919  -0.638
P3 1.48295 -3.64518 -1.49742  1.044
O12 1.10421 -4.78855 -2.61895  -0.353
C12 0.65901 -4.36156 -3.90519  -0.307
C13 1.82029 -3.95992 -4.79924  -0.950
O13 1.28175 -4.50226 -0.10943  -0.397
C14 0.58064 -3.92842 1.00390  -0.195
C15 -0.80997 -4.51798 1.10775  -1.160
O14 3.09043 -3.95423 -1.49623  -0.401
C16 3.59238 -5.28244 -1.31220  -0.084
C17 4.13653 -5.84418 -2.61001  -1.082
H25 -0.04989 -3.53664 -3.81093  0.294
H26 0.12087 -5.19962 -4.34931  0.298
H27 2.43030 -3.18531 -4.32746  0.251
H28 1.45357 -3.58316 -5.75520  0.403
H29 2.47364 -4.81093 -4.99448  0.208
H30 0.54159 -2.84300 0.92230  0.227
H31 1.15463 -4.16676 1.90259  0.317
H32 -1.36026 -4.40890 0.17362  0.276
H33 -1.37778 -4.03405 1.90379  0.383
H34 -0.75195 -5.58734 1.32292  0.344
H35 2.84738 -5.95565 -0.89816  0.241
H36 4.40084 -5.20251 -0.58296  0.410
H37 3.32656 -6.15936 -3.26632  0.146
H38 4.75774 -6.71968 -2.40986  0.413
H39 4.72755 -5.09935 -3.14432  0.285

E_HOMO = -0.158 Eh
Total charge = -1
E_tot = -89482.029 eV
Frontier orbital gap = 5.9 eV
Largest force on an atom = 0.1407 hartree/bohr
Molecular weight = 620.7 u

---

[2]
Formula: C17H39Cl10InN3O
Source: OMol25
Level of theory: the ωB97M-V functional and the def2-TZVPD basis

Last column: Mulliken charge in e.
Atoms and positions in Å:
C1 2.27242 -2.16436 0.94176  -0.030
O1 3.44823 -1.80389 0.11332  -0.321
C2 3.10527 -0.74577 -0.86688  -0.315
C3 3.87212 0.68422 -0.53943  -0.515
C4 3.73620 1.09743 1.07387  -0.342
C5 2.15804 1.48641 1.46948  0.061
C6 1.99944 2.99385 2.00366  0.274
C7 0.98137 4.01004 1.28514  -1.020
In1 -0.22841 3.32630 -0.46206  0.687
C8 -1.92596 2.02757 0.32799  -0.876
C9 -3.43588 2.62140 -0.02303  -0.457
C10 -4.47910 1.73828 0.93415  -0.653
C11 -6.01750 1.67262 0.28806  -0.183
N1 -6.56145 0.31142 0.66013  -0.366
C12 -8.02540 0.33852 1.03691  0.331
N2 -8.67169 1.30926 1.76144  -0.607
N3 -8.86835 -0.87015 0.58645  -0.605
H1 2.18628 -1.43501 1.85456  0.125
H2 1.25001 -2.10918 0.35731  0.275
H3 2.36156 -3.28150 1.33576  -0.183
H4 1.96157 -0.51009 -0.94320  0.275
H5 3.47836 -1.13647 -1.92562  0.102
H6 5.03189 0.50553 -0.75390  0.243
H7 3.52609 1.53689 -1.26255  0.207
H8 4.48365 1.97902 1.25514  0.292
H9 4.07197 0.15514 1.72572  0.110
H10 1.51523 1.13853 0.56709  -0.158
H11 1.89512 0.74815 2.37020  0.068
H12 3.08208 3.49911 1.99928  -0.260
H13 1.70808 2.94269 3.16051  0.209
H14 1.60233 4.97270 0.94813  0.226
H15 0.22969 4.42366 2.11497  0.182
H16 0.83034 2.20566 -1.44992  -0.378
H17 -0.75429 4.63690 -1.57460  -0.375
H18 -1.88326 0.91396 -0.02973  0.230
H19 -1.86888 1.99524 1.51983  0.200
H20 -3.61129 2.45217 -1.16994  0.239
H21 -3.49670 3.77066 0.19723  0.248
H22 -4.03939 0.63847 0.92606  0.321
H23 -4.48685 2.14375 2.03193  0.190
H24 -6.58962 2.58208 0.76029  0.230
H25 -5.99733 1.87117 -0.88905  0.246
H26 -6.04774 0.01203 1.52746  0.303
H27 -9.69447 1.02783 1.85164  0.292
H28 -8.26772 -1.70424 0.86141  0.202
H29 -8.82003 -0.84575 -0.45845  0.278
C13 -9.73071 -4.52796 -0.04076  -0.170
Cl1 -9.19209 -5.71858 -1.23117  -0.155
Cl2 -8.43452 -4.13199 1.09422  -0.168
H30 -10.03785 -3.61777 -0.56166  0.210
H31 -10.57718 -4.93842 0.51512  0.279
C14 4.91675 4.50638 4.30819  -0.313
Cl3 5.12979 2.84567 3.74129  -0.099
Cl4 3.43889 4.66730 5.26481  -0.154
H32 5.77334 4.78366 4.92744  0.330
H33 4.85532 5.17223 3.44397  0.240
C15 6.06127 -1.94028 -3.30413  -0.158
Cl5 5.86490 -0.19297 -3.48596  -0.153
Cl6 5.73974 -2.77840 -4.82704  -0.115
H34 7.08642 -2.15247 -2.99082  0.321
H35 5.36175 -2.29992 -2.54562  0.123
C16 5.51700 -3.03789 -9.00084  -0.242
Cl7 5.17180 -4.14619 -7.66770  -0.148
Cl8 4.59380 -1.53920 -8.83737  -0.138
H36 6.58368 -2.80062 -8.99923  0.244
H37 5.24781 -3.52047 -9.94352  0.283
C17 4.05071 -5.59213 2.46068  -0.232
Cl9 2.44943 -5.97598 1.81781  -0.169
Cl10 3.92917 -4.76056 4.01593  -0.142
H38 4.61154 -6.52013 2.59633  0.291
H39 4.57323 -4.94557 1.75150  0.232

E_HOMO = -0.167 Eh
Total charge = -1
E_tot = -155169.749 eV
Frontier orbital gap = 6.5 eV
Largest force on an atom = 0.1040 hartree/bohr
Molecular weight = 770.9 u

---

[3]
Formula: C17H39ClO10
Source: OMol25
Level of theory: the ωB97M-V functional and the def2-TZVPD basis

Last column: natural (NBO) charge in e.
Atoms and positions in Å:
C1 -2.74168 1.81736 3.42112  -0.292
O1 -2.01985 0.51233 3.44336  -0.571
C2 -0.59200 0.79018 3.10724  -0.081
C3 -0.27409 0.07953 1.63150  -0.491
C4 0.89792 -1.06476 1.71010  -0.090
O2 1.75401 -1.16091 0.51447  -0.512
C5 2.72809 -0.06169 0.43451  0.949
O3 2.41818 0.99710 -0.36356  -0.548
O4 4.04500 -0.00973 1.09259  -0.514
Cl1 5.13597 0.13381 -0.22736  0.291
H1 -3.82030 1.58879 3.84073  0.201
H2 -2.84242 2.26626 2.34232  0.204
H3 -2.21808 2.59610 4.15893  0.176
H4 -0.41964 1.94649 3.03142  0.192
H5 0.06986 0.32058 3.97589  0.187
H6 -1.29661 -0.45186 1.32052  0.246
H7 -0.09788 0.92146 0.83816  0.245
H8 1.51276 -0.96142 2.72781  0.188
H9 0.35039 -2.12169 1.80315  0.214
C6 -4.22491 7.03896 0.03915  -0.256
O5 -2.83527 7.24193 0.27297  -0.552
C7 -2.37961 6.56913 1.45083  -0.090
C8 -1.64226 5.27400 1.10076  -0.089
O6 -2.53135 4.30725 0.53169  -0.559
C9 -2.41033 4.23066 -0.88511  -0.257
H10 -4.45363 7.37643 -0.97557  0.191
H11 -4.50400 5.98524 0.12454  0.179
H12 -4.80834 7.63509 0.74647  0.168
H13 -3.21334 6.37545 2.13782  0.176
H14 -1.68254 7.24448 1.95384  0.186
H15 -1.24546 4.83602 2.02163  0.181
H16 -0.79690 5.47027 0.42742  0.182
H17 -1.48524 3.71146 -1.14816  0.174
H18 -2.42261 5.22129 -1.34862  0.182
H19 -3.25693 3.65706 -1.27038  0.190
C10 6.60137 -4.54380 -4.13850  -0.257
O7 7.94764 -4.52115 -3.67589  -0.553
C11 8.49690 -3.19982 -3.67012  -0.090
C12 8.50679 -2.60843 -2.25812  -0.089
O8 7.17676 -2.37926 -1.78125  -0.557
C13 6.74834 -3.38738 -0.87131  -0.257
H20 6.17540 -5.52301 -3.90280  0.190
H21 5.99066 -3.77563 -3.65637  0.181
H22 6.58225 -4.40533 -5.22319  0.168
H23 7.95505 -2.54803 -4.36735  0.177
H24 9.52827 -3.28210 -4.02304  0.185
H25 9.00448 -1.63445 -2.28891  0.184
H26 9.06440 -3.25189 -1.56416  0.177
H27 7.24593 -3.24954 0.09200  0.169
H28 6.95223 -4.39229 -1.25197  0.181
H29 5.67004 -3.28309 -0.72789  0.192
C14 -5.05161 -0.81896 0.23555  -0.256
O9 -3.91507 -1.67052 0.13507  -0.555
C15 -3.97403 -2.76447 1.05563  -0.088
C16 -4.40547 -4.05625 0.35651  -0.090
O10 -5.76126 -3.97489 -0.09530  -0.553
C17 -5.84994 -3.71851 -1.49325  -0.256
H30 -5.05778 -0.15340 -0.63212  0.189
H31 -5.98694 -1.38516 0.24402  0.180
H32 -4.97797 -0.21187 1.14224  0.170
H33 -4.63735 -2.53112 1.89832  0.180
H34 -2.96484 -2.90107 1.45301  0.181
H35 -4.36076 -4.87770 1.07797  0.184
H36 -3.73103 -4.29933 -0.47571  0.176
H37 -5.59247 -4.62277 -2.05055  0.168
H38 -5.19514 -2.89735 -1.79861  0.180
H39 -6.88179 -3.44414 -1.72607  0.190

E_HOMO = -0.340 Eh
Total charge = 0
E_tot = -51248.277 eV
Frontier orbital gap = 8.4 eV
Largest force on an atom = 0.1794 hartree/bohr
Molecular weight = 438.9 u

---

> Which of these has the highest molecular weight?

C17H39Cl10InN3O